w) ORCA calculation (ωB97M-V/def2-TZVPD) on C6H17N2 as an isolated structure.

The geometry in ORCA input format:
```
! RIJCOSX wB97M-V def2-TZVPD def2/J DEFGRID3
* xyz 1 1
C -0.19 -0.61 1.24
N -1.62 -0.13 1.22
C -2.20 -0.01 -0.15
C -3.66 0.39 -0.17
C 0.91 0.18 0.50
N 0.63 -0.22 -0.93
C 3.29 0.77 0.16
C 2.30 -0.03 1.09
H -0.01 -0.94 2.29
H -0.30 -1.64 0.72
H -1.55 0.81 1.62
H -1.43 0.51 -0.82
H -2.01 -1.04 -0.48
H -3.90 1.48 -0.13
H -4.16 -0.23 0.66
H -4.21 -0.05 -1.07
H 0.51 1.26 0.61
H 0.13 -1.23 -3.95
H 1.31 0.38 -1.48
H 0.69 -1.73 -3.65
H 4.37 0.77 0.39
H 2.98 1.84 0.06
H 3.23 0.30 -0.83
H 2.43 -1.12 0.98
H 2.45 0.28 2.13
*
```

The calculation puts the HOMO-LUMO gap at 5.5866 eV. The value obtained for the molecular weight is 117.2 g mol⁻¹.


x) ORCA calculation (ωB97M-V/def2-TZVPD) on an isolated ion of composition C6H17N2 and charge +1.

The geometry in ORCA input format:
```
! RIJCOSX wB97M-V def2-TZVPD def2/J DEFGRID3
* xyz 1 1
C -2.03 0.26 -1.46
C -1.60 -0.55 -0.25
N -0.12 -0.53 -0.06
C 0.51 -1.86 -0.19
C 1.09 -2.08 -1.59
C 0.27 0.19 1.13
C 0.27 1.71 0.85
N 1.47 2.38 1.47
H -1.41 -0.01 -2.31
H -1.96 1.33 -1.28
H -3.03 0.00 -1.82
H -1.93 -1.58 -0.33
H -2.05 -0.17 0.66
H 1.28 -1.94 0.57
H -0.23 -2.63 0.04
H 0.67 -1.37 -2.28
H 2.17 -1.99 -1.62
H 0.91 -3.10 -1.93
H 1.23 -0.16 1.51
H -0.43 0.00 1.98
H -0.63 2.20 1.20
H 0.40 1.81 -0.23
H 2.30 2.17 0.90
H 1.34 3.38 1.59
H 1.69 1.98 2.38
*
```

The calculation puts the HOMO-LUMO gap at 8.3973 eV. The value obtained for the molecular weight is 117.2 g mol⁻¹.


y) ORCA calculation (ωB97M-V/def2-TZVPD) on a 2-piece molecular cluster, C6H17N2 overall.

The geometry in ORCA input format:
```
! RIJCOSX wB97M-V def2-TZVPD def2/J DEFGRID3
* xyz 1 1
C -0.91 -1.23 -0.16
N -1.56 -0.43 -1.12
C -1.68 1.00 -0.82
C -2.39 1.67 -1.97
C 0.51 -0.66 0.01
N 0.45 0.41 0.81
C 2.89 -1.30 0.89
C 1.45 -1.76 0.71
H -0.87 -2.27 -0.50
H -1.39 -1.22 0.83
H -2.46 -0.80 -1.42
H -0.66 1.40 -0.69
H -2.21 1.11 0.12
H -1.88 1.38 -2.88
H -3.42 1.32 -2.04
H -2.39 2.75 -1.91
H 0.93 -0.40 -0.98
H 0.72 2.95 2.81
H 1.32 0.98 0.74
H 1.21 3.48 3.00
H 3.42 -2.16 1.32
H 3.37 -1.14 -0.07
H 3.10 -0.45 1.54
H 0.99 -1.97 1.67
H 1.46 -2.67 0.11
*
```

The calculation puts the HOMO-LUMO gap at 5.9856 eV. The value obtained for the molecular weight is 117.2 g mol⁻¹.


Energies relative to the minimum, kcal/mol: w) 144.4; x) 0.0; y) 98.7


w) ORCA calculation (ωB97M-V/def2-TZVPD) on a 2-piece molecular cluster, CH3NO4S overall.

The geometry in ORCA input format:
```
! RIJCOSX wB97M-V def2-TZVPD def2/J DEFGRID3
* xyz 0 1
C -0.50 -0.57 1.05
N -2.28 -0.41 -0.62
O -1.46 -0.15 -1.48
O 2.67 0.23 -1.67
O 1.74 1.74 -0.02
O -1.83 -0.62 0.59
S 1.96 1.44 -1.41
H -0.54 -0.42 2.07
H 0.18 0.21 0.70
H 0.06 -1.45 0.80
*
```

The calculation puts the HOMO-LUMO gap at 9.3118 eV. The value obtained for the molecular weight is 125.1 g mol⁻¹.


x) ORCA calculation (ωB97M-V/def2-TZVPD) on one molecule with the formula CH3NO4S.

The geometry in ORCA input format:
```
! RIJCOSX wB97M-V def2-TZVPD def2/J DEFGRID3
* xyz 0 1
O -2.85 0.71 0.93
C -1.82 1.10 0.45
S -1.03 0.08 -0.82
O -0.07 0.72 -1.68
O -2.12 -0.65 -1.40
N -0.07 -0.87 0.24
O 1.31 -0.57 0.23
H -1.43 2.11 0.76
H -0.11 -1.79 0.20
H 1.44 -0.34 -0.65
*
```

The calculation puts the HOMO-LUMO gap at 10.1971 eV. The value obtained for the molecular weight is 125.1 g mol⁻¹.


Energies relative to the minimum, kcal/mol: w) 0.0; x) 1.5